Entry from the OMol25 dataset: a structure of composition C7H12O2 in a non-equilibrium geometry (the ωB97M-V functional and the def2-TZVPD basis).

Computed properties:
HOMO-LUMO gap = 9.613 eV
Relative energy (zero: lowest compared OMol25 entry of this formula, charge and spin) = 2.395 eV
HOMO = -8.74 eV

Structure (ORCA input):
```
! wB97M-V def2-TZVPD RIJCOSX def2/J DEFGRID3
* xyz 0 1
C -1.747 0.265 0.163
C 0.248 -1.213 -0.126
O 2.469 0.093 0.547
H 2.046 0.304 -1.682
H -1.662 -1.864 -0.684
H -1.744 -0.033 1.192
H 0.974 2.377 0.756
C -0.970 1.600 -0.090
H 1.708 -2.389 0.546
O 1.417 0.936 -1.303
H -0.625 1.579 -1.206
H -0.032 -3.140 0.353
H -2.860 0.385 -0.156
H 0.125 1.135 1.747
C -1.137 -0.948 -0.673
C 1.264 0.467 -0.027
H -1.531 2.602 0.073
C 0.687 -2.318 0.360
C 0.321 1.451 0.697
H 2.135 -0.495 1.207
H -1.085 -0.791 -1.693
*
```

Atomic partial charges in e from the Mulliken method, atoms 1 to 6: C -0.685; C 0.476; O -0.578; H 0.408; H 0.549; H 0.421